# 1
{"formula": "C29H19Cl3N8NiO4S", "method": "ωB97M-V/def2-TZVPD", "species": ["Ni", "N", "C", "N", "C", "N", "N", "C", "C", "C", "C", "C", "C", "N", "C", "C", "C", "C", "C", "C", "H", "H", "H", "H", "H", "H", "H", "H", "H", "H", "H", "Cl", "C", "C", "C", "Cl", "C", "O", "C", "Cl", "C", "H", "H", "O", "S", "O", "O", "C", "N", "C", "C", "C", "N", "C", "C", "C", "N", "C", "C", "H", "H", "H", "H", "H", "H"], "positions_angstrom": [[-0.0103, -0.2764, -0.0776], [-0.8384, 3.2806, -2.4301], [-0.0963, 2.3180, -1.8941], [-0.3060, 1.7991, -0.7212], [-1.3618, 2.2550, 0.0458], [-1.6788, 1.6631, 1.1623], [-0.9559, 0.5136, 1.3342], [-0.8453, -0.0273, 2.4769], [0.1110, -1.1422, 2.5294], [0.1928, -2.0642, 3.5502], [1.1601, -3.0580, 3.4705], [2.0256, -3.0754, 2.3919], [1.8719, -2.1197, 1.3982], [0.9311, -1.1872, 1.4629], [-2.1541, 3.3714, -0.4382], [-3.2081, 3.9296, 0.2930], [-3.9939, 4.9080, -0.2701], [-3.7546, 5.3333, -1.5822], [-2.7160, 4.8056, -2.3154], [-1.9053, 3.8350, -1.7324], [-0.6406, 3.5988, -3.3677], [0.7209, 1.9327, -2.4955], [-1.3343, 0.3963, 3.3476], [-0.5000, -2.0118, 4.3806], [1.2344, -3.8110, 4.2441], [2.8034, -3.8210, 2.3060], [2.5130, -2.0953, 0.5260], [-3.3906, 3.5673, 1.2958], [-4.8064, 5.3421, 0.2973], [-4.3934, 6.0809, -2.0333], [-2.5345, 5.1263, -3.3347], [2.2588, -6.2839, -3.4106], [1.8914, -4.6948, -2.8169], [0.8524, -4.5167, -1.9279], [0.5721, -3.2427, -1.4625], [-0.7721, -3.0543, -0.3619], [1.3083, -2.1007, -1.8392], [1.1079, -0.8643, -1.4231], [2.3458, -2.3514, -2.7544], [3.2879, -0.9960, -3.2846], [2.6387, -3.6099, -3.2394], [0.2543, -5.3559, -1.5996], [3.4472, -3.7433, -3.9448], [-2.7697, 1.9237, -7.7938], [-4.1792, 2.1711, -8.0311], [-4.8462, 1.1849, -8.8596], [-4.5150, 3.5536, -8.3060], [-4.9466, 1.8677, -6.4038], [-6.2320, 2.2111, -6.2248], [-6.7370, 1.9970, -5.0212], [-6.0009, 1.4594, -3.9733], [-4.6962, 1.1121, -4.2646], [-4.1760, 1.3119, -5.4688], [-3.7367, 0.5541, -3.2713], [-4.0407, 0.3765, -1.9271], [-3.0487, -0.0451, -1.0627], [-1.8017, -0.3114, -1.4554], [-1.5319, -0.2271, -2.7643], [-2.4531, 0.2083, -3.6944], [-7.7765, 2.2774, -4.8792], [-6.4445, 1.3235, -2.9953], [-5.0200, 0.6134, -1.5335], [-3.2605, -0.1550, -0.0050], [-0.5147, -0.4595, -3.0583], [-2.1997, 0.3086, -4.7429]], "atomic_forces_ev_per_a": [[0.3, -0.2, -0.2], [0.0, 0.1, -0.1], [0.1, -0.1, 0.0], [0.1, 0.2, 0.1], [0.1, 0.0, -0.2], [-0.1, -0.2, 0.1], [0.2, 0.5, -0.6], [0.1, -0.2, 0.5], [-0.1, 0.1, 0.1], [0.0, 0.0, 0.2], [0.0, 0.0, 0.0], [0.0, 0.0, 0.0], [0.2, 0.0, 0.0], [-0.4, 0.1, -0.5], [0.0, 0.1, 0.0], [0.0, 0.0, 0.0], [0.0, 0.0, 0.0], [0.0, 0.0, 0.0], [0.0, 0.1, -0.1], [-0.1, 0.0, 0.1], [0.0, 0.0, 0.0], [0.0, 0.0, 0.0], [-0.1, -0.1, 0.0], [0.1, 0.0, 0.0], [0.0, 0.0, 0.0], [0.0, 0.0, 0.0], [-0.1, 0.0, 0.0], [0.0, 0.0, 0.0], [0.0, 0.0, 0.0], [0.0, 0.0, 0.0], [0.0, 0.0, 0.0], [0.0, 0.0, 0.0], [0.0, 0.0, 0.0], [-0.1, 0.0, 0.1], [0.0, 0.3, 0.1], [0.0, -0.4, 0.0], [-0.2, 0.0, 0.1], [-0.2, -0.2, 0.2], [0.1, 0.1, -0.1], [0.0, 0.0, 0.0], [0.1, 0.0, -0.1], [0.0, 0.0, 0.0], [0.0, 0.0, 0.0], [0.0, 0.0, 0.1], [0.0, 0.0, -0.2], [0.0, 0.1, 0.1], [0.0, 0.0, 0.1], [0.0, -0.1, 0.3], [0.3, -0.1, 0.0], [0.0, 0.1, -0.1], [-0.1, -0.1, 0.2], [0.1, 0.1, 0.0], [-0.1, 0.2, -0.3], [0.0, -0.1, 0.0], [0.0, 0.2, 0.0], [0.0, -0.2, 0.1], [0.2, -0.1, 0.2], [0.0, 0.1, -0.1], [0.0, -0.1, 0.0], [0.0, 0.0, 0.0], [0.0, 0.0, -0.1], [0.0, -0.1, 0.0], [0.0, 0.0, 0.0], [0.0, 0.0, 0.0], [0.0, 0.0, 0.0]], "mulliken_charge": [-0.11, 0.17, -0.54, -0.37, 0.43, -1.09, 1.13, -0.13, 0.35, -0.82, -0.23, -0.79, -0.18, -0.12, 0.79, -0.36, -0.74, -0.51, -0.85, 0.22, 0.28, 0.52, 0.51, 0.43, 0.43, 0.43, 0.55, 0.48, 0.43, 0.44, 0.45, -0.22, 0.38, -0.81, 1.26, -0.19, -0.73, -0.59, 0.57, -0.21, -0.74, 0.46, 0.45, -0.67, 1.20, -0.68, -0.68, -0.02, -0.49, -0.39, -0.63, 0.38, -0.26, 1.24, -0.82, -0.64, 0.37, -0.89, -0.81, 0.42, 0.37, 0.37, 0.43, 0.71, 0.69], "homo_lumo_gap_ev": [5.0, 5.0], "total_energy_ha": -5142.60435, "homo_ev": [-7.2, -7.2], "e_lumo_ha": [-0.083, -0.082]}

***

# 2
{"formula": "C29H20Co2NO6", "method": "ωB97M-V/def2-TZVPD", "species": ["O", "C", "Co", "C", "O", "C", "O", "C", "C", "C", "C", "C", "C", "C", "C", "C", "Co", "C", "O", "C", "O", "C", "O", "H", "H", "H", "H", "H", "H", "H", "C", "N", "C", "C", "C", "H", "C", "C", "C", "C", "C", "C", "C", "C", "C", "C", "H", "H", "H", "H", "H", "H", "H", "H", "H", "H", "H", "H"], "positions_angstrom": [[-2.9982, 3.0372, 3.8530], [-1.9148, 2.6442, 3.7403], [-0.1950, 1.9684, 3.6466], [0.7255, 3.3992, 3.5555], [1.3977, 4.3364, 3.4722], [-0.0483, 1.5658, 5.3638], [0.0893, 1.4542, 6.5093], [-0.7716, 0.1436, 2.6867], [-2.0273, -0.4253, 3.1862], [-2.3685, -0.6859, 4.5379], [-3.5701, -1.3455, 4.8276], [-4.4509, -1.7169, 3.8079], [-4.1048, -1.4388, 2.4872], [-2.9275, -0.7770, 2.1841], [0.0185, -0.1556, 1.5713], [-0.2364, -0.3707, 0.1539], [0.9646, -0.1171, 3.0824], [1.0444, -0.7082, 4.8668], [1.1905, -1.1379, 5.9156], [2.2569, 1.2103, 3.1905], [3.2374, 1.8123, 3.1260], [2.0557, -1.3227, 2.4207], [2.8078, -2.1857, 2.1122], [-1.7156, -0.4092, 5.3796], [-3.8433, -1.5374, 5.8690], [-5.4123, -2.1859, 4.0137], [-4.7179, -1.7037, 1.6303], [-2.6393, -0.5252, 1.1650], [0.1138, -1.4896, -0.0238], [-1.3454, -0.1819, -0.1099], [1.3185, -1.6937, -5.3965], [1.1703, -0.7984, -4.2746], [-0.0619, -0.1678, -4.1486], [-0.2434, 0.7684, -3.0974], [0.7290, 0.9651, -2.0139], [0.2660, 0.3752, -0.6361], [2.0168, 0.3291, -2.3277], [2.2354, -0.5583, -3.4156], [3.4901, -1.1849, -3.5385], [4.5473, -0.8793, -2.7008], [4.3274, -0.0102, -1.6372], [3.0811, 0.5788, -1.4624], [-1.4070, 1.5460, -3.0891], [-2.3965, 1.3804, -4.0515], [-2.2329, 0.4385, -5.0661], [-1.1138, -0.3776, -5.0543], [2.2258, -2.3016, -5.3797], [0.5029, -2.4212, -5.3949], [1.3188, -1.2678, -6.4267], [0.9423, 2.0727, -2.0375], [3.7035, -1.8339, -4.3749], [5.5470, -1.2646, -2.9203], [5.1510, 0.2861, -1.0015], [2.8901, 1.1869, -0.5799], [-1.5836, 2.2041, -2.2376], [-3.2333, 2.0679, -4.0927], [-2.8859, 0.4276, -5.9512], [-0.9198, -1.0190, -5.9145]], "atomic_forces_ev_per_a": [[2.0, -0.7, -0.1], [-0.7, 0.1, -0.6], [-2.1, -0.9, 0.8], [1.6, 1.9, -1.7], [-0.6, -0.5, 0.6], [-0.4, 0.1, 2.2], [-0.1, 0.3, -1.3], [-0.3, 1.4, -0.1], [-0.3, -0.4, 0.0], [0.0, -0.3, -0.3], [0.0, 0.3, -0.1], [0.1, 0.1, -0.3], [-0.1, 0.2, -0.3], [0.0, -0.1, 0.3], [-3.9, 1.0, -0.9], [-1.0, -2.6, 2.3], [4.8, -0.6, 1.3], [0.2, -1.0, 0.4], [-0.2, 0.4, -1.1], [-0.1, 0.2, -0.3], [-1.0, -0.6, 0.2], [3.4, -3.8, -0.6], [-3.2, 3.5, 0.8], [-0.2, -0.1, -0.6], [0.2, 0.0, -0.3], [0.3, 0.0, 0.1], [-0.3, -0.1, 0.4], [-0.4, -0.3, 0.3], [-0.5, 2.4, -0.5], [1.7, -0.6, 0.4], [0.1, -0.9, -0.7], [0.2, -1.0, -1.3], [-0.8, 0.7, 0.6], [-0.6, 0.1, 0.3], [0.8, 1.5, -1.8], [0.8, 0.4, -1.0], [0.4, -0.3, 0.4], [0.5, 0.1, 1.2], [-0.5, 0.4, -0.7], [0.2, 0.4, 0.5], [0.4, 0.2, -0.3], [0.2, -0.6, 0.1], [-0.4, -0.9, 0.1], [0.0, 0.2, -0.7], [-0.4, 0.5, 0.0], [1.3, 0.1, -0.7], [-0.2, 0.3, 0.4], [-0.1, 0.0, 0.0], [-0.1, 0.5, 0.7], [-0.4, -0.8, 0.9], [-0.1, 0.0, 0.0], [-0.4, 0.0, 0.2], [0.0, -0.1, 0.2], [0.1, 0.1, -0.2], [0.2, 0.1, -0.3], [-0.1, -0.1, 0.1], [0.1, -0.2, 0.7], [-0.3, 0.1, 0.3]], "mulliken_charge": [-0.37, 0.11, -0.08, 0.24, -0.41, 0.13, -0.41, 0.08, 0.98, 0.12, -0.80, -0.54, -0.64, -0.37, 0.38, 0.11, -0.28, 0.37, -0.34, 0.13, -0.36, 0.19, -0.44, 0.24, 0.37, 0.36, 0.38, 0.27, 0.22, 0.05, -1.33, 0.06, 0.58, 0.68, -0.37, -0.01, 0.69, 0.90, -0.90, -0.86, -0.84, -0.70, -0.33, -0.70, -0.71, -0.90, 0.32, 0.41, 0.34, 0.38, 0.14, 0.37, 0.38, 0.46, 0.36, 0.33, 0.32, 0.29], "homo_lumo_gap_ev": 5.1, "total_energy_ha": -4388.69917, "homo_ev": -2.9, "e_lumo_ha": 0.080, "total_charge": -1}

***

# 3
{"formula": "C29H20FI2MoN4O8Se", "method": "ωB97M-V/def2-TZVPD", "species": ["Mo", "I", "C", "C", "C", "I", "C", "C", "C", "C", "N", "C", "C", "O", "H", "H", "H", "H", "C", "O", "H", "H", "H", "F", "C", "C", "C", "C", "C", "C", "C", "H", "H", "H", "H", "H", "H", "Se", "C", "C", "C", "N", "C", "C", "H", "H", "H", "H", "O", "C", "O", "C", "C", "C", "C", "C", "C", "N", "O", "O", "N", "O", "O", "H", "H", "H"], "positions_angstrom": [[1.1704, -0.1710, -0.0786], [4.6855, -1.2540, 3.6744], [2.6013, -1.3344, 3.7820], [1.9511, -1.6790, 4.9823], [0.5808, -1.7376, 5.0303], [-0.3164, -2.2558, 6.8458], [-0.2100, -1.4468, 3.8917], [-1.6365, -1.4600, 3.8047], [-2.2452, -1.0948, 2.6517], [-1.4656, -0.7345, 1.5226], [-0.1525, -0.7882, 1.5500], [0.4778, -1.1068, 2.7295], [1.8830, -1.0502, 2.6508], [2.4023, -0.7641, 1.4565], [2.5366, -1.8965, 5.8635], [-2.2248, -1.7346, 4.6698], [-3.3208, -1.0485, 2.5727], [-1.9235, -0.4584, 0.5848], [-0.3308, 2.2233, -1.2211], [-0.0052, 1.2130, -0.2890], [0.2595, 2.1093, -2.1332], [-0.1591, 3.1982, -0.7674], [-1.3919, 2.1398, -1.4566], [3.5341, 5.2812, -0.3645], [3.4769, 3.9359, -0.4954], [4.0130, 3.1480, 0.5087], [3.9588, 1.7729, 0.3782], [3.3784, 1.1747, -0.7492], [3.2220, -0.2930, -0.8603], [2.8562, 2.0099, -1.7444], [2.9002, 3.3945, -1.6216], [4.4589, 3.6166, 1.3759], [4.3587, 1.1392, 1.1610], [3.9009, -0.8688, -0.2432], [3.2244, -0.6112, -1.8991], [2.4125, 1.5615, -2.6257], [2.4956, 4.0437, -2.3865], [-2.7207, 2.1090, 1.7985], [-4.3467, 1.9051, 0.8415], [-4.7281, 0.7197, 0.1990], [-5.9315, 0.6483, -0.4826], [-6.8034, 1.6524, -0.5895], [-6.4410, 2.7850, 0.0239], [-5.2650, 2.9579, 0.7285], [-4.0914, -0.1562, 0.2275], [-6.2145, -0.2775, -0.9763], [-7.1460, 3.6076, -0.0584], [-5.0470, 3.9088, 1.1971], [0.5623, -1.2170, -4.1892], [0.5243, -1.4278, -2.9932], [0.8436, -0.5694, -2.0841], [0.0984, -2.8011, -2.5188], [-0.5988, -2.9824, -1.3352], [-0.9675, -4.2621, -0.9557], [-0.6495, -5.3724, -1.7081], [0.0423, -5.1605, -2.8826], [0.4060, -3.8999, -3.3097], [0.3957, -6.3386, -3.7126], [0.9870, -6.1322, -4.7502], [0.0572, -7.4305, -3.3054], [-1.7310, -4.4709, 0.3006], [-2.1042, -5.5981, 0.5412], [-1.9231, -3.5060, 1.0048], [-0.8651, -2.1434, -0.7024], [-0.9362, -6.3638, -1.3942], [0.9223, -3.7644, -4.2491]], "atomic_forces_ev_per_a": [[0.4, 0.9, -0.3], [-0.1, 0.0, 0.1], [0.3, 0.0, 0.1], [-0.1, 0.1, -0.2], [0.0, 0.0, 0.1], [0.0, 0.0, 0.0], [-0.2, 0.0, 0.1], [0.1, 0.0, 0.1], [0.1, 0.2, -0.1], [-0.1, 0.0, 0.2], [0.1, -0.5, -0.3], [-0.1, 0.2, -0.2], [-0.2, -0.1, -0.6], [-0.4, 0.3, 0.3], [0.0, 0.0, 0.0], [0.0, 0.0, 0.0], [0.0, 0.0, 0.0], [0.0, 0.0, 0.0], [-0.1, 0.2, -0.1], [0.6, -0.5, 0.3], [-0.1, 0.0, 0.1], [0.1, 0.0, 0.0], [0.0, -0.1, 0.1], [0.0, 0.0, 0.0], [0.0, 0.0, -0.1], [0.0, -0.1, 0.0], [0.1, 0.2, 0.2], [-0.1, -0.1, -0.2], [-0.3, 0.1, 0.0], [0.1, 0.0, 0.0], [0.0, 0.0, 0.0], [0.0, 0.0, 0.0], [0.0, 0.0, 0.0], [0.0, 0.1, 0.0], [-0.1, -0.1, 0.0], [0.0, 0.0, 0.0], [0.0, 0.0, 0.0], [-0.2, 0.0, -0.1], [0.2, 0.0, 0.1], [0.0, 0.0, 0.0], [0.0, 0.0, 0.0], [0.1, 0.0, 0.1], [0.0, 0.0, 0.0], [0.0, 0.0, 0.0], [0.0, 0.0, 0.0], [0.0, 0.0, 0.0], [0.0, 0.0, 0.0], [0.0, 0.0, 0.0], [0.1, 0.0, 0.0], [-0.1, -0.1, -0.1], [-0.2, -0.1, 0.4], [0.0, 0.0, 0.1], [-0.2, 0.1, 0.4], [0.0, 0.0, -0.1], [-0.1, -0.2, 0.1], [0.0, -0.1, 0.0], [0.1, 0.0, -0.2], [-0.2, 0.2, 0.1], [0.0, 0.0, 0.0], [0.0, 0.0, 0.0], [0.2, 0.0, -0.3], [-0.1, -0.1, 0.1], [-0.1, 0.1, 0.0], [0.1, -0.1, -0.1], [0.0, 0.0, 0.0], [0.0, 0.0, 0.0]], "mulliken_charge": [1.33, 0.00, -0.35, -0.45, -0.27, 0.04, 1.12, -0.79, -1.15, -0.58, 0.42, 0.01, 0.23, -0.55, 0.34, 0.20, 0.47, 0.57, -0.79, -0.52, 0.27, 0.30, 0.28, -0.36, 0.44, -0.70, -0.52, 1.20, -1.80, -0.27, -0.72, 0.44, 0.26, 0.57, 0.71, 0.53, 0.46, -0.24, 0.04, 0.06, -0.54, -0.63, -0.25, -0.41, 0.32, 0.33, 0.32, 0.33, -0.68, 0.00, -0.48, 0.41, -0.10, -0.13, -0.39, -0.18, -0.59, 1.05, -0.62, -0.62, 0.97, -0.64, -0.50, 0.58, 0.62, 0.57], "homo_lumo_gap_ev": [5.0, 5.0], "total_energy_ha": -5102.85240, "homo_ev": [-4.3, -4.3], "e_lumo_ha": [0.026, 0.025], "total_charge": -1}